Computed, not measured: a molecular structure, C49H39GeMgN6O2S, with ωB97M-V with the def2-TZVPD basis set.

Output
* total charge: -1
* calculated total energy: -137286.183 eV
* Kohn-Sham gap: 6.7 eV
* multiplicity: 1

Last column: Löwdin charge in e.
Atoms and positions in Å:
Mg: 0.6611 1.9509 -0.7053  0.469
C: -3.5977 4.5631 -0.6083  -0.067
C: -3.8315 5.0135 -1.9067  -0.089
C: -2.8115 4.9405 -2.8255  -0.028
C: -1.5672 4.4064 -2.4354  -0.361
N: -1.3625 3.9357 -1.2089  0.119
C: -2.3526 4.0381 -0.3211  -0.146
N: -0.5577 4.4429 -3.3700  0.149
C: 0.6349 3.9724 -3.2469  -0.279
N: 1.2392 3.1074 -2.3514  0.103
C: 2.5601 2.9522 -2.7652  -0.279
N: 3.5680 2.3092 -2.2992  0.169
C: 3.7142 1.6529 -1.0906  -0.318
C: 4.9160 0.9512 -0.9385  -0.019
C: 5.2053 0.3500 0.2617  -0.076
C: 4.2959 0.4659 1.3021  -0.073
C: 3.1208 1.1509 1.0697  -0.154
N: 2.8199 1.7336 -0.0947  0.060
C: 2.7871 3.7216 -4.0176  -0.109
C: 3.9200 3.9033 -4.7876  -0.017
C: 3.8192 4.7562 -5.8808  -0.092
C: 2.6197 5.4082 -6.1728  -0.094
C: 1.4921 5.2188 -5.3825  -0.020
C: 1.6063 4.3570 -4.3086  -0.111
H: -4.3567 4.6182 0.1604  0.096
H: -4.7906 5.4349 -2.1833  0.096
H: -2.9167 5.2883 -3.8441  0.100
H: -2.1345 3.6804 0.6783  0.076
H: 5.5880 0.9142 -1.7839  0.104
H: 6.1268 -0.2055 0.3912  0.101
H: 4.4801 0.0163 2.2653  0.091
H: 2.3719 1.2481 1.8463  0.065
H: 4.8420 3.3962 -4.5337  0.107
H: 4.6835 4.9228 -6.5123  0.093
H: 2.5719 6.0783 -7.0230  0.092
H: 0.5561 5.7225 -5.5862  0.106
C: -1.9802 0.9731 -2.4834  0.004
C: -2.3051 0.8787 -1.0210  -0.312
C: -3.5361 0.3220 -0.6085  -0.021
C: -3.8523 0.2981 0.7141  -0.023
C: -2.9835 0.8820 1.6607  -0.169
C: -3.3128 0.9519 3.0317  -0.071
C: -2.4728 1.6217 3.8794  -0.132
C: -1.3140 2.2478 3.3975  -0.132
C: -0.9343 2.2043 2.0618  -0.631
S: 0.4405 3.0880 1.4870  0.654
C: -1.7817 1.4521 1.1721  -0.240
N: -1.4452 1.3719 -0.1527  0.081
H: -2.7768 0.5443 -3.0897  0.080
H: -1.0381 0.4683 -2.6929  0.071
H: -1.8511 2.0236 -2.7553  0.068
H: -4.2086 -0.0854 -1.3523  0.109
H: -4.7814 -0.1430 1.0580  0.113
H: -4.2323 0.4966 3.3809  0.105
H: -2.7160 1.6975 4.9333  0.103
H: -0.6809 2.8101 4.0724  0.097
O: 2.3730 -1.2935 -0.6282  0.010
C: 1.3128 -1.0258 -1.1949  -0.606
O: 0.8603 0.1569 -1.3949  -0.110
C: 0.3991 -2.1847 -1.6102  -0.155
C: -0.7052 -2.4593 -0.5727  -0.236
Ge: -0.2432 -3.3817 1.1140  1.069
C: 1.2994 -4.5977 0.9688  -0.245
C: 2.4745 -4.1304 0.3703  -0.106
C: 3.6086 -4.9314 0.3080  -0.080
C: 3.5974 -6.2126 0.8387  -0.106
C: 2.4432 -6.6888 1.4423  -0.104
C: 1.3111 -5.8868 1.5075  -0.108
C: -1.9851 -4.2073 1.5938  -0.243
C: -3.0917 -3.3738 1.4020  -0.131
C: -4.3796 -3.7815 1.7212  -0.088
C: -4.5989 -5.0498 2.2382  -0.105
C: -3.5208 -5.8996 2.4265  -0.098
C: -2.2334 -5.4808 2.1088  -0.097
C: 0.1466 -2.1412 2.5892  -0.240
C: 1.4623 -1.8066 2.9126  -0.095
C: 1.7336 -0.9325 3.9582  -0.093
C: 0.6968 -0.3634 4.6833  -0.086
C: -0.6148 -0.6800 4.3670  -0.100
C: -0.8846 -1.5677 3.3350  -0.094
H: 1.0154 -3.0714 -1.7568  0.097
H: -0.0708 -1.9275 -2.5623  0.106
H: -1.4976 -3.0704 -1.0116  0.069
H: -1.1605 -1.5083 -0.2869  0.054
H: 2.5105 -3.1279 -0.0481  0.063
H: 4.5067 -4.5440 -0.1579  0.102
H: 4.4823 -6.8353 0.7866  0.094
H: 2.4230 -7.6843 1.8693  0.094
H: 0.4388 -6.2803 2.0014  0.063
H: -2.9479 -2.3819 0.9901  0.076
H: -5.2140 -3.1083 1.5647  0.096
H: -5.6015 -5.3727 2.4908  0.095
H: -3.6789 -6.8945 2.8251  0.097
H: -1.4260 -6.1754 2.2704  0.068
H: 2.2811 -2.2229 2.3377  0.092
H: 2.7585 -0.6882 4.2042  0.094
H: 0.9107 0.3342 5.4840  0.102
H: -1.4325 -0.2343 4.9197  0.085
H: -1.9171 -1.8070 3.1108  0.085